Computed, not measured: a structure of composition C2H10F3N2O3SSn at a distorted geometry, with ωB97M-V/def2-TZVPD.

Geometry as ORCA input:
```
! RIJCOSX wB97M-V def2-TZVPD def2/J DEFGRID3
* xyz -1 1
C 1.175 -1.680 -1.615
Sn -0.320 -1.369 -0.135
N -0.896 0.936 1.237
N -0.368 0.777 -1.663
H -0.104 1.563 1.387
H -1.129 -2.720 0.632
H 1.622 -2.532 -1.074
H 1.886 -0.870 -1.982
H 0.379 -2.060 -2.289
H 0.210 1.575 -1.386
H -1.337 1.056 -1.828
H 0.010 0.417 -2.542
H -1.683 1.477 0.844
H -1.192 0.601 2.150
F 3.039 0.506 3.649
C 2.094 0.634 2.707
F 0.891 0.307 3.262
F 2.012 1.951 2.371
S 2.418 -0.389 1.183
O 3.840 -0.441 1.013
O 1.730 -1.671 1.463
O 1.670 0.393 0.175
*
```

Properties
Gap between HOMO and LUMO (spin up / spin down) = 4.61 / 4.61 eV
HOMO level (spin up / spin down) = -1.195 / -1.194 eV
F_max = 0.052 Eh/bohr
Relative energy (zero: lowest compared OMol25 entry of this formula, charge and spin) = 0.0 kcal per mole